{"formula": "C26H24N2O5", "method": "the ωB97M-V functional and the def2-TZVPD basis", "elements": ["C", "O", "C", "C", "C", "C", "N", "C", "O", "C", "C", "C", "C", "C", "C", "C", "O", "C", "C", "O", "C", "C", "N", "C", "C", "C", "C", "C", "C", "C", "O", "C", "C", "H", "H", "H", "H", "H", "H", "H", "H", "H", "H", "H", "H", "H", "H", "H", "H", "H", "H", "H", "H", "H", "H", "H", "H"], "coordinates": [[-0.925, 4.094, 0.208], [-1.123, 3.374, 1.258], [-1.637, 2.232, 1.351], [-1.834, 1.771, 2.587], [-2.111, 0.341, 2.790], [-2.452, -0.393, 1.768], [-2.776, -1.779, 1.780], [-2.478, -2.791, 1.046], [-2.749, -3.942, 1.244], [-1.320, -2.549, -0.226], [-0.129, -1.823, 0.357], [0.753, -1.265, -0.746], [1.908, -0.574, -0.374], [2.970, -0.515, -1.081], [4.129, 0.203, -0.779], [4.274, 0.876, 0.160], [5.439, 1.770, 0.367], [5.434, 2.430, 1.529], [2.949, 1.223, 0.902], [3.198, 1.966, 2.135], [1.797, 2.012, 3.057], [1.952, 0.183, 0.914], [0.795, -1.778, -1.852], [-0.329, -2.556, -2.355], [-0.401, -2.937, -3.569], [-1.492, -3.523, -4.410], [-2.614, -4.062, -3.289], [-2.643, -3.577, -1.819], [-1.361, -2.971, -1.560], [-2.442, 0.337, 0.203], [-2.743, -0.517, -0.840], [-2.686, 0.182, -2.149], [-1.938, 1.641, 0.155], [-0.348, 3.553, -0.561], [-1.793, 4.142, -0.246], [-0.500, 5.227, 0.409], [-1.493, 2.038, 3.583], [-2.234, -0.264, 3.739], [-3.561, -2.091, 2.230], [-0.045, -1.474, 1.246], [3.055, -1.282, -2.060], [5.197, 0.112, -1.376], [4.816, 3.337, 1.659], [6.441, 2.774, 1.512], [5.509, 1.922, 2.341], [1.210, 2.426, 2.562], [1.656, 1.226, 3.450], [2.105, 2.905, 3.822], [1.032, 0.445, 1.298], [0.253, -2.404, -4.430], [-1.574, -3.910, -5.276], [-3.428, -4.650, -3.544], [-3.221, -3.989, -1.097], [-3.565, 1.155, -2.150], [-1.713, 0.231, -2.336], [-3.217, -0.570, -2.811], [-1.996, 2.056, -0.728]], "e_above_lowest_ev": 23.484, "largest_force_ev_per_a": 19.46, "gap_ev": 7.7, "lumo_ev": -0.33, "smiles": "COc1ccc(NC(=O)c2cc(-c3ccc(OC)c(OC)c3)nc3ccccc23)c(OC)c1", "charge": 0, "total_energy_ev": -40547.099}

---

{"formula": "C25H27N7O6W", "method": "the ωB97M-V functional and the def2-TZVPD basis", "elements": ["W", "O", "C", "O", "C", "C", "C", "C", "C", "N", "C", "O", "O", "H", "H", "H", "C", "C", "O", "C", "C", "C", "N", "N", "C", "O", "C", "C", "C", "C", "C", "C", "H", "H", "H", "H", "H", "H", "H", "H", "H", "H", "H", "H", "C", "N", "C", "N", "C", "N", "C", "N", "C", "C", "H", "H", "H", "H", "H", "H", "H", "H", "H", "H", "H", "H"], "coordinates": [[-7.911, -17.988, 4.425], [-11.616, -19.300, 5.512], [-10.555, -18.758, 5.535], [-9.848, -18.387, 4.462], [-9.759, -18.564, 6.782], [-10.208, -18.587, 8.064], [-9.302, -18.282, 9.134], [-7.995, -18.072, 8.834], [-7.626, -18.056, 7.463], [-8.495, -18.281, 6.492], [-6.335, -17.687, 6.918], [-5.388, -17.443, 7.562], [-6.399, -17.636, 5.521], [-11.192, -18.855, 8.295], [-9.727, -18.255, 10.100], [-7.206, -17.989, 9.593], [-7.611, -21.896, 3.176], [-8.032, -20.505, 2.844], [-7.476, -19.642, 3.794], [-8.817, -20.022, 1.868], [-9.189, -18.627, 1.651], [-10.098, -18.276, 0.512], [-8.728, -17.717, 2.412], [-9.121, -16.405, 2.154], [-8.894, -15.605, 3.165], [-8.323, -16.165, 4.292], [-9.283, -14.202, 3.254], [-9.911, -13.591, 2.158], [-10.366, -12.266, 2.258], [-10.200, -11.546, 3.443], [-9.492, -12.131, 4.470], [-8.994, -13.406, 4.365], [-8.061, -22.627, 2.467], [-7.937, -22.063, 4.193], [-6.472, -21.968, 3.087], [-9.241, -20.740, 1.194], [-10.014, -19.136, -0.187], [-9.738, -17.422, -0.030], [-11.118, -18.134, 0.797], [-10.182, -14.129, 1.190], [-10.882, -11.698, 1.496], [-10.573, -10.548, 3.574], [-9.198, -11.579, 5.316], [-8.357, -13.705, 5.194], [-5.578, -15.934, 3.456], [-6.028, -17.383, 3.121], [-4.764, -18.267, 3.501], [-3.551, -17.884, 2.823], [-3.263, -16.511, 3.188], [-4.358, -15.546, 2.797], [-4.587, -15.677, 1.355], [-4.862, -17.108, 0.968], [-6.094, -17.456, 1.619], [-3.771, -17.955, 1.343], [-5.484, -15.861, 4.534], [-6.375, -15.280, 3.172], [-5.019, -19.231, 3.228], [-4.579, -18.220, 4.576], [-2.369, -16.074, 2.636], [-3.138, -16.400, 4.277], [-3.693, -15.315, 0.847], [-5.388, -15.047, 1.004], [-6.311, -18.493, 1.411], [-6.879, -16.768, 1.252], [-2.826, -17.631, 0.962], [-3.918, -19.041, 1.101]], "largest_force_ev_per_a": 2.79, "gap_ev": 6.0, "lumo_ev": -8.31, "charge": 2, "total_energy_ev": -50890.941}

---

{"formula": "C29H54AlO9Si", "method": "the ωB97M-V functional and the def2-TZVPD basis", "elements": ["C", "Si", "C", "C", "C", "C", "C", "C", "C", "C", "C", "Al", "C", "C", "O", "C", "C", "C", "O", "O", "C", "C", "C", "C", "C", "C", "H", "H", "H", "H", "H", "H", "H", "H", "H", "H", "H", "H", "H", "H", "H", "H", "H", "H", "H", "H", "H", "H", "H", "H", "H", "H", "H", "H", "H", "H", "H", "H", "H", "H", "H", "H", "H", "H", "C", "C", "O", "C", "O", "O", "C", "H", "H", "H", "H", "H", "H", "H", "H", "C", "C", "O", "C", "O", "O", "C", "H", "H", "H", "H", "H", "H", "H", "H"], "coordinates": [[-1.944, 1.699, 0.964], [-2.387, -0.014, 1.623], [-1.349, -1.326, 0.811], [-4.207, -0.330, 1.286], [-4.468, -0.661, -0.209], [-5.638, 0.139, -0.779], [-5.338, 1.601, -1.073], [-4.433, 1.946, -2.277], [-4.520, 1.032, -3.502], [-3.381, 0.027, -3.719], [-1.964, 0.590, -3.726], [-0.511, -0.847, -3.877], [0.853, -0.428, -5.321], [1.686, 0.779, -4.974], [0.908, 1.989, -5.095], [-1.331, -2.688, -4.205], [-0.826, -3.742, -3.192], [-1.808, -4.285, -2.188], [-1.502, -5.023, -1.308], [-3.112, -3.932, -2.327], [-1.990, -0.007, 3.474], [-1.140, -0.987, 4.030], [-0.795, -0.978, 5.368], [-1.293, 0.020, 6.214], [-2.148, 1.003, 5.702], [-2.489, 0.986, 4.335], [-1.613, 1.597, -0.070], [-1.126, 2.149, 1.520], [-2.820, 2.340, 0.996], [-1.399, -1.196, -0.269], [-0.302, -1.222, 1.079], [-1.698, -2.333, 1.032], [-4.829, 0.512, 1.590], [-4.500, -1.175, 1.909], [-3.575, -0.430, -0.788], [-4.687, -1.721, -0.292], [-6.039, -0.372, -1.653], [-6.435, 0.114, -0.033], [-4.865, 2.004, -0.174], [-6.281, 2.137, -1.174], [-3.405, 2.069, -1.952], [-4.752, 2.936, -2.601], [-5.483, 0.520, -3.502], [-4.526, 1.661, -4.393], [-3.543, -0.404, -4.710], [-3.472, -0.820, -3.034], [-1.835, 1.248, -4.587], [-1.736, 1.154, -2.819], [0.369, -0.937, -2.502], [1.527, -1.293, -5.321], [0.440, -0.340, -6.328], [2.589, 0.874, -5.589], [2.027, 0.687, -3.939], [1.480, 2.655, -5.480], [-2.418, -2.663, -4.183], [-1.078, -2.989, -5.220], [-0.438, -4.621, -3.706], [-0.020, -3.343, -2.578], [-3.153, -3.000, -2.581], [-0.724, -1.776, 3.417], [-0.117, -1.727, 5.751], [-1.003, 0.023, 7.255], [-2.531, 1.776, 6.354], [-3.134, 1.755, 3.929], [6.371, -2.609, 6.993], [4.954, -3.117, 7.153], [3.982, -2.163, 6.704], [3.843, -2.078, 5.376], [4.430, -2.747, 4.566], [2.934, -1.146, 5.118], [2.694, -0.905, 3.722], [6.488, -1.649, 7.497], [7.074, -3.321, 7.427], [6.619, -2.475, 5.942], [4.720, -3.271, 8.205], [4.806, -4.061, 6.631], [2.442, -1.829, 3.206], [3.575, -0.456, 3.266], [1.851, -0.224, 3.675], [6.943, 3.693, -0.674], [6.549, 2.563, -1.601], [5.150, 2.266, -1.530], [4.349, 3.121, -2.175], [4.717, 4.073, -2.819], [3.099, 2.724, -2.002], [2.104, 3.566, -2.598], [6.631, 3.471, 0.348], [8.025, 3.828, -0.687], [6.474, 4.627, -0.978], [7.040, 1.637, -1.304], [6.825, 2.778, -2.633], [2.313, 3.727, -3.648], [2.070, 4.522, -2.075], [1.159, 3.045, -2.494]], "largest_force_ev_per_a": 1.40, "gap_ev": 7.2, "lumo_ev": 2.24, "charge": -1, "total_energy_ev": -63854.068}